1.
{
  "formula": "C8H14N",
  "method": "ωB97M-V/def2-TZVPD",
  "symbols": ["N", "C", "C", "C", "C", "C", "C", "C", "C", "H", "H", "H", "H", "H", "H", "H", "H", "H", "H", "H", "H", "H", "H"],
  "xyz": [[0.063, -0.907, -0.401], [0.092, -2.195, -0.925], [-1.298, -1.901, 2.271], [0.522, 2.117, -1.501], [0.064, -1.431, 2.151], [0.171, -0.162, 0.500], [0.146, 1.221, 0.878], [-0.381, 2.103, -0.278], [1.246, -1.206, 2.310], [0.768, -2.197, -1.783], [2.270, -0.966, 2.366], [-0.908, -2.449, -1.281], [0.606, 1.130, -1.950], [-1.980, -1.367, 1.612], [1.518, 2.472, -1.253], [-1.382, 1.773, -0.559], [-1.338, -2.966, 2.040], [0.104, 2.788, -2.245], [-1.628, -1.762, 3.301], [1.162, 1.526, 1.143], [-0.476, 1.358, 1.767], [-0.461, 3.117, 0.117], [0.428, -2.926, -0.185]],
  "homo_energy_ev": -14.29,
  "multiplicity": 1,
  "homo_lumo_gap_ev": 10.58,
  "energy_ha": -367.6099,
  "charge": 1,
  "de_lowest_kcal_mol": 43.92
}



2.
{
  "formula": "C4H8NOS",
  "method": "ωB97M-V/def2-TZVPD",
  "symbols": ["S", "O", "N", "C", "C", "C", "C", "H", "H", "H", "H", "H", "H", "H", "H"],
  "xyz": [[0.646, 1.982, 2.271], [-1.279, -2.103, -2.162], [-0.625, -0.332, -0.862], [-0.465, 1.501, 0.883], [-0.472, -1.535, -1.462], [0.909, -2.134, -1.182], [0.249, 0.517, -0.053], [1.690, -1.371, -1.212], [0.800, -0.048, 0.699], [-0.759, 2.392, 0.303], [0.870, -2.445, -0.133], [0.989, 1.004, -0.693], [-1.404, 0.171, -1.248], [1.262, -2.947, -1.807], [-1.429, 1.061, 1.164]],
  "homo_energy_ev": -2.72,
  "multiplicity": 1,
  "homo_lumo_gap_ev": 6.30,
  "smiles": "CC(=O)NCC[S-]",
  "energy_ha": -685.4409,
  "charge": -1,
  "de_lowest_kcal_mol": 9.51
}



3.
{
  "formula": "C6H12O",
  "method": "ωB97M-V/def2-TZVPD",
  "symbols": ["O", "C", "C", "C", "C", "C", "C", "H", "H", "H", "H", "H", "H", "H", "H", "H", "H", "H", "H"],
  "xyz": [[1.565, -0.059, -0.610], [1.181, 1.072, -0.069], [-1.245, -0.253, 0.926], [-0.146, 1.419, -0.696], [-1.248, 1.170, 0.360], [2.739, -0.659, -0.051], [-1.458, -1.327, -0.139], [-0.140, 2.487, -0.938], [-0.350, 0.842, -1.610], [-2.400, -1.163, -0.677], [2.423, -1.402, 0.681], [-0.294, -0.431, 1.447], [-2.027, -0.326, 1.692], [-0.648, -1.321, -0.876], [3.272, -1.151, -0.862], [-1.133, 1.887, 1.181], [3.349, 0.102, 0.430], [-1.493, -2.327, 0.306], [-2.223, 1.374, -0.103]],
  "homo_energy_ev": -8.34,
  "multiplicity": 1,
  "homo_lumo_gap_ev": 9.40,
  "energy_ha": -310.9501,
  "de_lowest_kcal_mol": 68.48
}



4.
{
  "formula": "C14H16BCeN3O9S",
  "method": "ωB97M-V/def2-TZVPD",
  "symbols": ["Ce", "S", "O", "O", "O", "O", "O", "O", "O", "O", "O", "N", "N", "N", "C", "C", "C", "C", "C", "C", "C", "C", "C", "C", "C", "C", "C", "C", "B", "H", "H", "H", "H", "H", "H", "H", "H", "H", "H", "H", "H", "H", "H", "H", "H"],
  "xyz": [[-1.018, -1.716, -2.349], [-5.002, -0.529, -0.848], [5.771, 2.731, -1.495], [-1.207, -3.058, 1.148], [-0.429, 1.026, -4.390], [-1.250, -0.975, -4.389], [0.948, -0.852, -2.712], [2.785, -1.357, -1.538], [-1.610, 0.340, -2.714], [-0.752, -1.118, 0.074], [4.918, 4.561, -0.758], [-1.066, 0.151, -3.844], [4.821, 3.405, -1.137], [-3.339, -2.172, -2.362], [1.956, -0.567, -1.955], [3.496, 2.794, -1.151], [-1.457, -2.019, 2.113], [-4.026, -1.463, -1.714], [0.996, 1.654, -1.196], [2.403, 3.550, -0.749], [-0.865, -2.448, 3.449], [-2.970, -1.874, 2.246], [1.150, 2.968, -0.773], [0.675, -0.590, 1.903], [-0.781, -0.767, 1.472], [2.100, 0.898, -1.575], [3.360, 1.473, -1.549], [-1.545, 0.538, 1.642], [-0.847, -2.554, -0.084], [0.169, -2.766, 3.328], [1.239, -1.506, 1.728], [-0.914, -1.634, 4.175], [-3.226, -1.156, 3.027], [-3.417, -1.552, 1.307], [0.283, 3.543, -0.472], [-3.395, -2.844, 2.507], [0.011, 1.215, -1.224], [-2.472, 0.518, 1.067], [-0.931, 1.362, 1.274], [2.561, 4.569, -0.429], [4.233, 0.902, -1.831], [-1.779, 0.721, 2.692], [0.739, -0.310, 2.955], [-1.440, -3.293, 3.828], [1.127, 0.202, 1.304]],
  "s_squared": 0.75,
  "homo_energy_ev": [-4.59, -4.55],
  "multiplicity": 2,
  "homo_lumo_gap_ev": [6.24, 6.20],
  "energy_ha": -2282.7043,
  "charge": -1
}



5.
{
  "formula": "C41H82BNO11S6",
  "method": "ωB97M-V/def2-TZVPD",
  "symbols": ["S", "S", "S", "S", "S", "S", "O", "O", "O", "O", "O", "O", "O", "O", "O", "O", "O", "N", "C", "C", "C", "C", "C", "C", "C", "C", "C", "C", "C", "C", "C", "C", "C", "C", "C", "C", "C", "C", "C", "C", "C", "C", "C", "C", "C", "C", "C", "C", "C", "C", "C", "C", "C", "C", "C", "C", "C", "C", "C", "B", "H", "H", "H", "H", "H", "H", "H", "H", "H", "H", "H", "H", "H", "H", "H", "H", "H", "H", "H", "H", "H", "H", "H", "H", "H", "H", "H", "H", "H", "H", "H", "H", "H", "H", "H", "H", "H", "H", "H", "H", "H", "H", "H", "H", "H", "H", "H", "H", "H", "H", "H", "H", "H", "H", "H", "H", "H", "H", "H", "H", "H", "H", "H", "H", "H", "H", "H", "H", "H", "H", "H", "H", "H", "H", "H", "H", "H", "H", "H", "H", "H", "H"],
  "xyz": [[3.349, -4.908, 2.970], [-2.876, -3.853, -3.023], [6.862, -0.701, 1.176], [3.481, -5.485, -3.577], [-4.147, -4.613, -0.122], [2.217, 5.425, -0.738], [-3.576, -6.022, 0.164], [-6.883, -1.730, 4.677], [-4.053, -4.659, -3.510], [3.108, -3.393, 3.032], [-0.383, 4.735, 2.268], [-4.828, -1.661, 3.800], [2.733, 4.719, 0.451], [8.255, -0.172, 0.852], [1.756, 0.281, 2.165], [2.207, -6.158, -4.031], [-2.495, 5.449, 2.214], [1.246, 0.515, 0.864], [-5.935, -5.081, -0.372], [-1.381, 5.790, 4.241], [-1.568, -3.842, -4.350], [-1.329, 5.305, 2.781], [5.135, -5.108, 2.943], [-0.759, 0.935, -0.691], [-2.097, 3.755, -3.514], [0.823, 1.249, -5.128], [-0.062, 0.138, -1.794], [-1.075, 1.555, 1.565], [3.461, -5.707, -1.762], [2.099, -0.104, -0.281], [-5.440, 0.153, 5.055], [1.828, -1.243, -5.751], [1.435, 0.258, -1.659], [-3.493, 5.918, 3.052], [0.545, -0.930, -6.204], [-3.535, 6.223, -3.121], [-4.276, -3.607, 1.371], [-2.457, 4.262, -2.225], [-2.575, 4.529, -4.582], [-5.792, -1.163, 4.493], [-3.957, 0.088, 5.056], [2.599, -0.301, -5.028], [6.872, -1.625, 2.816], [-3.718, -0.745, 3.827], [-0.313, 0.478, 0.719], [-3.295, 5.686, -4.421], [-3.156, 5.481, -2.028], [3.159, -5.473, 4.729], [6.763, -2.245, 0.104], [1.911, 4.306, -2.135], [2.037, 0.884, -4.607], [3.357, -3.668, -3.462], [-2.845, 6.313, 4.333], [3.504, 0.555, -0.317], [2.150, -1.612, -0.119], [0.427, 5.911, -0.288], [0.041, 0.360, -5.857], [-3.451, -2.150, -3.306], [-1.127, -0.829, 0.890], [0.676, 2.899, 5.845], [7.635, -2.899, 0.065], [-2.310, 4.145, -5.556], [-2.158, -0.659, 1.199], [-1.796, 0.736, -0.962], [-4.532, -2.264, -3.221], [4.275, -3.255, -3.042], [-0.820, 1.445, 2.619], [-5.735, 0.919, 4.338], [1.550, 3.500, 5.649], [-1.560, -4.890, -4.647], [7.560, -2.457, 2.665], [1.900, -0.360, -2.426], [0.205, 2.495, 4.963], [-3.225, -1.684, -4.265], [-6.018, 0.324, 5.963], [3.650, -6.433, 4.889], [-0.627, -3.423, -3.993], [5.557, -4.577, 3.796], [7.205, -0.988, 3.636], [-2.151, 1.707, 1.479], [-2.326, 3.550, -1.423], [-2.686, 7.386, 4.225], [4.077, 0.451, -1.239], [4.360, -5.281, -1.317], [0.063, 6.635, -1.018], [1.189, -2.000, 0.218], [3.348, 1.633, -0.292], [-1.710, 2.781, -3.773], [-3.437, 6.196, 5.241], [0.969, 4.522, -2.639], [-6.527, -4.210, -0.652], [3.649, -0.441, -4.819], [1.575, 1.292, -1.977], [3.265, -6.744, -1.490], [-0.492, 1.948, -0.990], [-3.765, -0.095, 2.954], [-5.997, -5.913, -1.073], [6.036, -2.997, 0.411], [2.757, -5.050, -1.250], [-3.526, 6.198, -5.343], [-6.197, -5.473, 0.610], [5.552, -4.932, 1.951], [-1.149, -1.569, 0.089], [-3.687, -0.519, 5.920], [1.839, 3.260, -1.836], [-4.079, 7.154, -3.069], [5.939, -2.137, 3.049], [3.339, -3.336, -4.500], [-0.451, 0.524, -2.737], [2.698, 1.520, -4.037], [0.313, 6.380, 0.689], [2.338, -2.138, -6.074], [2.809, -1.898, 0.701], [-0.616, 6.567, 4.227], [-0.633, 2.469, 1.168], [2.445, -2.028, -1.083], [-4.336, -4.203, 2.281], [-2.965, -1.483, -2.594], [-4.139, 6.634, 2.544], [1.012, 2.060, 6.435], [-5.278, -3.188, 1.459], [-1.942, -3.259, -5.193], [-3.350, 5.835, -1.026], [4.134, 0.323, 0.541], [3.726, -4.778, 5.349], [-3.490, 1.072, 5.005], [-0.690, -1.303, 1.769], [-0.009, 3.560, 6.354], [6.603, -2.107, -0.965], [-4.116, 5.067, 3.330], [0.371, 2.198, -4.882], [2.097, -5.668, 4.877], [-0.153, 4.990, -0.350], [-3.504, -2.840, 1.444], [-0.037, -1.579, -6.842], [-1.023, 5.040, 4.946], [5.386, -6.124, 3.246], [-0.544, -0.839, -1.775], [-0.928, 0.598, -6.271], [2.525, 4.389, -3.032], [-2.762, -1.256, 3.947], [2.365, -3.591, -3.018]],
  "s_squared": 0.75,
  "homo_energy_ev": -4.33,
  "multiplicity": 2,
  "homo_lumo_gap_ev": 5.80,
  "energy_ha": -4907.2671,
  "charge": -1
}